{"formula": "C10H17N3O3Pd", "method": "ωB97M-V with the def2-TZVPD basis set", "species": ["Pd", "O", "C", "C", "C", "C", "C", "C", "C", "C", "N", "H", "H", "H", "H", "H", "H", "H", "H", "H", "H", "H", "C", "O", "C", "O", "N", "N", "H", "H", "H", "H", "H", "H"], "positions_angstrom": [[-0.009, -0.092, -0.021], [-0.148, 1.595, 1.274], [-0.151, 1.238, 2.703], [-1.573, 1.018, 3.182], [-2.388, 0.168, 2.199], [-1.849, -1.229, 2.071], [-2.319, -2.231, 2.905], [-1.867, -3.531, 2.768], [-0.938, -3.805, 1.778], [-0.481, -2.773, 0.991], [-0.914, -1.505, 1.131], [-0.755, 2.341, 1.166], [0.357, 2.026, 3.257], [0.454, 0.334, 2.760], [-2.083, 1.973, 3.328], [-1.514, 0.543, 4.163], [-2.390, 0.630, 1.208], [-3.432, 0.137, 2.505], [-3.061, -1.978, 3.650], [-2.239, -4.315, 3.413], [-0.563, -4.804, 1.612], [0.259, -2.954, 0.225], [2.820, -1.378, -4.111], [1.911, -1.814, -3.059], [1.427, -0.986, -2.206], [0.656, -1.441, -1.319], [1.735, 0.334, -2.237], [1.138, 1.165, -1.259], [3.057, -2.280, -4.662], [3.723, -0.964, -3.664], [2.310, -0.670, -4.763], [2.333, 0.752, -2.936], [0.552, 1.864, -1.716], [1.857, 1.641, -0.713]], "relative_energy_ev": 0.000, "molar_mass_g_mol": 333.68, "e_tot_ev": -24722.994, "homo_energy_ev": -16.14, "e_lumo_ev": -8.0, "charge": 2}